Entry 1:
Molecular formula: C53H52CdClGe2N5OSSe
Method: DFT, ωB97M-V/def2-TZVPD

electronic energy	-271604.774	eV
relative energy (zero: lowest compared OMol25 entry of this formula, charge and spin)	0.0	kcal/mol
HOMO-LUMO gap	6.39	eV
spin multiplicity	1

Each line ends with the Mulliken charge.
Cartesian coordinates (Å):
Cd: 0.54976 -0.42038 -0.00607  2.271
Cl: -4.34365 3.03963 -3.92754  -0.196
C: -3.59446 2.41325 -2.47891  -0.385
C: -3.27561 3.28518 -1.44770  -0.867
C: -2.63843 2.79745 -0.32903  -0.598
C: -2.28981 1.44564 -0.21237  -0.217
O: -1.56344 1.00246 0.80379  0.529
C: -2.67672 0.55553 -1.24212  0.478
C: -2.46795 -0.89305 -1.21346  -0.754
N: -1.93177 -1.56218 -0.26753  0.553
C: -1.94217 -2.96897 -0.35135  -0.146
C: -2.94212 -3.66654 -0.99448  -0.551
C: -2.94554 -5.07140 -1.05718  -1.010
C: -1.94857 -5.78966 -0.46786  -0.893
C: -0.93102 -5.12187 0.24955  0.897
C: 0.11030 -5.82150 0.90011  -0.905
C: 1.02979 -5.12974 1.62853  -1.277
C: 0.89934 -3.72977 1.71442  -0.066
N: -0.01988 -3.04320 1.08905  0.300
C: -0.93197 -3.70888 0.34281  0.306
C: -3.31598 1.07163 -2.37413  -0.590
H: -3.51726 4.33651 -1.52841  0.406
H: -2.37214 3.46245 0.48254  0.630
H: -2.82835 -1.40559 -2.11308  0.332
H: -3.76008 -3.12152 -1.44614  0.591
H: -3.75027 -5.57551 -1.57645  0.397
H: -1.93005 -6.87127 -0.52252  0.393
H: 0.15745 -6.90043 0.81196  0.404
H: 1.84184 -5.62911 2.13897  0.474
H: 1.59143 -3.16052 2.32715  0.523
H: -3.58738 0.40354 -3.18212  0.456
S: 5.04462 -2.10090 0.16094  -0.456
C: 4.95078 -1.36660 1.73021  1.163
C: 5.95952 -1.13500 2.65808  -0.649
C: 5.61477 -0.54581 3.86136  -0.556
C: 4.28994 -0.19060 4.13280  -0.612
C: 3.28968 -0.40735 3.20577  -0.119
C: 3.62261 -1.00168 1.98900  -1.714
N: 2.73919 -1.30199 0.97431  0.818
C: 3.30755 -1.88069 -0.03363  0.162
C: 2.59143 -2.33828 -1.23309  1.659
C: 3.21850 -3.22770 -2.11074  -0.752
C: 2.54166 -3.70053 -3.21863  -0.960
C: 1.23730 -3.28123 -3.44847  -0.879
C: 0.62904 -2.38890 -2.57579  0.841
C: 1.27641 -1.88437 -1.44826  -1.533
H: 6.98551 -1.40143 2.44098  0.438
H: 6.38177 -0.35512 4.60030  0.391
H: 4.04671 0.26993 5.08188  0.447
H: 2.26396 -0.11708 3.40001  0.418
H: 4.23220 -3.56280 -1.91706  0.387
H: 3.02153 -4.39561 -3.89580  0.391
H: 0.69899 -3.64490 -4.31623  0.472
H: -0.38428 -2.06683 -2.79938  0.337
C: 1.54193 4.93459 0.06818  -1.226
C: 0.73032 3.70016 -0.32199  0.561
Ge: 1.35703 2.00958 0.56551  -0.904
C: 3.35797 2.22544 0.46551  -0.427
C: 4.08031 2.88011 1.64298  -1.258
C: 0.91984 2.57218 2.44004  -1.099
C: -0.18472 2.47514 3.19260  0.830
Ge: -1.74916 1.39382 2.62645  0.942
C: -1.46510 -0.40884 3.32258  0.004
C: -1.51426 -0.55784 4.84593  -1.498
C: -3.69467 1.82092 2.61234  -0.531
C: -4.48814 1.48847 3.87683  -1.146
C: -0.25745 2.95689 4.60204  0.130
C: 0.87592 3.37645 5.30837  -0.734
C: 0.78979 3.78532 6.62767  -0.806
C: -0.43222 3.79330 7.28937  -0.472
C: -1.56747 3.38925 6.60792  -0.930
C: -1.47116 2.97881 5.28653  0.178
H: 1.11664 5.84240 -0.36884  0.407
H: 2.57418 4.85642 -0.27731  0.297
H: 1.56325 5.07177 1.15204  0.202
H: 0.75626 3.55514 -1.40577  -0.435
H: -0.31430 3.84755 -0.04885  -0.012
H: 3.55015 2.79575 -0.44880  0.522
H: 3.78269 1.23316 0.28735  0.375
H: 3.73882 3.90496 1.80449  0.266
H: 5.15915 2.91822 1.46645  0.423
H: 3.92632 2.31696 2.56574  0.130
H: 1.76459 3.06412 2.92611  0.280
H: -0.48218 -0.69863 2.95576  -0.170
H: -2.18579 -1.06665 2.83171  0.442
H: -0.84449 0.14886 5.33928  0.306
H: -1.21654 -1.56473 5.14544  0.419
H: -2.51709 -0.38090 5.23706  0.278
H: -4.03485 1.18409 1.79219  0.371
H: -3.86096 2.85615 2.31393  0.389
H: -4.32446 0.45667 4.18892  0.216
H: -5.55675 1.61006 3.69135  0.444
H: -4.23243 2.13833 4.71263  0.394
H: 1.84444 3.37562 4.82601  0.394
H: 1.68729 4.09951 7.14568  0.400
H: -0.49384 4.11048 8.32208  0.393
H: -2.53025 3.39680 7.10362  0.405
H: -2.37220 2.67408 4.77182  0.103
C: 2.84454 2.87175 -4.67325  -1.064
N: 1.46361 3.29936 -4.67844  0.348
C: 0.43446 2.64276 -4.07686  -0.319
Se: 0.48160 1.05510 -3.19063  -0.385
N: -0.67491 3.39708 -4.29052  0.480
C: -0.37642 4.51754 -5.04688  0.479
C: -1.15449 5.54945 -5.53879  -0.568
C: -0.51043 6.52261 -6.29158  -0.511
C: 0.85981 6.45837 -6.54177  -0.596
C: 1.63857 5.42007 -6.04732  -0.579
C: 0.99498 4.45345 -5.29452  0.184
H: 2.92164 1.98630 -4.04752  0.292
H: 3.47471 3.66392 -4.26813  0.358
H: 3.16979 2.62919 -5.68570  0.343
H: -1.58135 3.12775 -3.94294  -0.137
H: -2.21911 5.58960 -5.34986  0.425
H: -1.08364 7.34655 -6.69461  0.393
H: 1.32635 7.23284 -7.13554  0.383
H: 2.70002 5.36599 -6.24828  0.446

Cartesian forces (eV/Å) of the 2 atoms listed first:
Cd 0.3 0.3 0.0
Cl 0.0 0.0 0.0

Entry 2:
Molecular formula: C53H54CdGeN6O2Sb2
Method: DFT, ωB97M-V/def2-TZVPD

electronic energy	-142987.274	eV
charge	+4
relative energy (zero: lowest compared OMol25 entry of this formula, charge and spin)	0.0	kcal/mol
HOMO-LUMO gap (alpha / beta)	6.24 / 4.25	eV
spin multiplicity	1

Each line ends with the Mulliken charge.
Cartesian coordinates (Å):
Cd: 0.43740 -0.56326 -0.06107  4.390
N: -0.91183 -2.07755 -1.33095  -0.647
C: -1.95795 -2.63011 -0.42586  -1.086
C: -1.35242 -2.94456 0.92541  -0.373
N: -0.79718 -1.69830 1.49789  -0.059
H: -1.35789 -1.73159 -2.17735  0.135
H: -0.31417 -2.84344 -1.63650  0.233
H: -2.41251 -3.52819 -0.84378  0.576
H: -2.74259 -1.87781 -0.32121  0.316
H: -0.53855 -3.66493 0.81346  0.258
H: -2.10305 -3.38419 1.58243  0.489
H: -0.29343 -1.88138 2.36393  0.061
H: -1.55258 -1.06741 1.77478  -0.515
C: 4.56560 0.43960 -1.25552  -0.851
C: 5.02679 -0.94188 -0.79692  -0.819
C: 4.84314 -1.23195 0.68709  -1.061
Sb: 2.90134 -1.86987 1.27174  0.220
C: 2.81170 -3.91893 0.87237  0.830
C: 3.44065 -4.77223 1.78128  -0.520
C: 3.44457 -6.13635 1.51803  -0.757
C: 2.81674 -6.63462 0.38315  -0.600
C: 2.19172 -5.77692 -0.51545  -0.661
C: 2.18431 -4.41164 -0.27263  -0.391
C: 2.82933 -1.75823 3.33643  1.035
C: 1.95739 -2.62208 4.01230  -0.796
C: 1.91802 -2.59479 5.39659  -0.900
C: 2.72789 -1.70276 6.09637  -0.596
C: 3.58427 -0.83850 5.42003  -0.786
C: 3.62900 -0.84823 4.03441  -0.546
Sb: 2.47782 0.80599 -1.51989  -0.431
C: 2.36014 2.89320 -1.44860  1.131
C: 3.31657 3.60919 -2.16635  -0.547
C: 3.25764 4.99633 -2.16791  -0.785
C: 2.26583 5.65426 -1.45247  -0.653
C: 1.32337 4.93352 -0.73074  -1.004
C: 1.36526 3.54558 -0.72381  -0.002
C: 2.18875 0.24480 -3.51688  1.323
C: 3.09996 0.66361 -4.48563  -0.716
C: 2.89347 0.31290 -5.81348  -0.851
C: 1.78935 -0.44996 -6.17313  -0.722
C: 0.88054 -0.86475 -5.20949  -0.461
C: 1.08064 -0.51762 -3.87981  0.022
H: 4.94710 0.62588 -2.26038  0.526
H: 4.92748 1.23300 -0.60058  0.579
H: 6.10151 -0.99669 -0.99124  0.521
H: 4.58158 -1.72756 -1.41433  0.349
H: 5.11797 -0.38081 1.31023  0.551
H: 5.43793 -2.09533 0.99662  0.570
H: 3.92935 -4.39646 2.67167  0.473
H: 3.94204 -6.80940 2.20380  0.463
H: 2.81929 -7.69989 0.19433  0.438
H: 1.72427 -6.17470 -1.40657  0.462
H: 1.72835 -3.73904 -0.99167  0.340
H: 1.36624 -3.35630 3.47402  0.567
H: 1.27556 -3.27919 5.93482  0.509
H: 2.70181 -1.69236 7.17821  0.491
H: 4.22718 -0.16695 5.97356  0.504
H: 4.30241 -0.17343 3.52051  0.419
H: 4.10492 3.11537 -2.72148  0.273
H: 3.99166 5.56168 -2.72642  0.462
H: 2.23404 6.73556 -1.45203  0.444
H: 0.56141 5.45534 -0.16673  0.523
H: 0.63601 2.98726 -0.15033  0.200
H: 3.96766 1.26019 -4.23268  0.166
H: 3.60043 0.63335 -6.56725  0.466
H: 1.64193 -0.72522 -7.20897  0.454
H: 0.02385 -1.46169 -5.49523  0.520
H: 0.37156 -0.84634 -3.12943  -0.472
O: -1.72982 1.17295 1.30078  0.631
N: -1.22369 1.29758 0.12830  -1.052
O: 1.73261 1.72875 2.09153  -0.241
C: 1.14158 0.86306 2.49916  0.073
Ge: -2.75126 2.07816 2.85158  0.379
C: -3.38312 0.41603 3.49652  0.309
C: -2.63341 -0.39435 4.36056  0.127
C: -3.15615 -1.59629 4.81507  -0.801
C: -4.42820 -1.99901 4.41930  -0.554
C: -5.18232 -1.20038 3.57044  -0.831
C: -4.66252 0.00216 3.11012  -0.266
C: -1.60173 3.20447 3.81288  0.697
C: -1.80277 4.57788 3.62304  -0.541
C: -1.18353 5.49829 4.45756  -0.766
C: -0.36378 5.05564 5.48451  -0.511
C: -0.14586 3.69312 5.67489  -0.903
C: -0.75767 2.76963 4.84809  0.085
H: -3.78584 2.87824 2.06769  0.013
H: -1.65478 -0.08354 4.70473  0.321
H: -2.59005 -2.20662 5.50722  0.498
H: -4.84115 -2.92694 4.79247  0.472
H: -6.18193 -1.50207 3.28739  0.472
H: -5.27765 0.63071 2.47474  0.425
H: -2.45706 4.93705 2.83681  0.403
H: -1.35134 6.55690 4.31326  0.444
H: 0.09784 5.77274 6.15021  0.438
H: 0.49065 3.35774 6.48327  0.462
H: -0.58552 1.71679 5.02532  0.270
C: -4.36664 2.08156 -1.64918  -1.354
C: -3.51080 1.79622 -0.60914  0.111
N: -2.21597 1.57962 -0.87404  0.254
C: -1.72127 1.62426 -2.13660  -0.626
C: -2.53475 1.85493 -3.21490  0.214
C: -3.89202 2.10776 -2.94835  0.117
C: -1.95738 1.88039 -4.57638  -1.002
C: -2.46239 1.30109 -5.66561  -0.552
C: -3.63374 0.40032 -5.77359  0.750
C: -4.18496 0.13044 -7.00880  -0.673
C: -5.27754 -0.72991 -7.04268  -0.278
N: -5.75665 -1.30320 -5.94217  -0.475
C: -5.14007 -0.98610 -4.80868  -0.199
N: -4.10853 -0.16052 -4.64877  -0.297
H: -5.40550 2.28350 -1.42874  0.537
H: -3.82539 1.72399 0.41845  0.310
H: -0.65265 1.47780 -2.22850  0.474
H: -4.55464 2.36848 -3.76132  0.624
H: -1.03019 2.43477 -4.67587  0.649
H: -1.94268 1.48153 -6.60041  0.427
H: -3.79155 0.57459 -7.91318  0.431
H: -5.77862 -0.96606 -7.97364  0.435
H: -5.52612 -1.45544 -3.91003  0.395

Cartesian forces (eV/Å) of the 2 atoms listed first:
Cd -0.2 0.0 -0.4
N -0.1 -0.1 0.1